No. 1
The following is a DFT calculation (ωB97M-V/def2-TZVPD) of an isolated molecule of C5H4N2O at a distorted geometry.

Structure (XYZ):
```
12
Properties=species:S:1:pos:R:3:forces:R:3:mulliken_charge:R:1
C 1.952734 -0.213685 -0.396091 -4.0 1.2 0.7 -0.2217
C 1.041216 0.359900 -1.350049 -0.4 -1.8 2.3 -0.7551
C -0.163368 0.206977 -0.700261 0.3 0.3 2.0 0.2457
O -1.508010 0.376136 -0.837953 1.8 0.5 0.3 -0.3786
C -2.011347 0.211507 0.427249 -1.5 -0.1 -0.2 -0.3573
C -1.083518 -0.199180 1.321822 -0.5 0.5 -1.3 -0.0715
N 0.119693 -0.188747 0.684046 -1.2 1.1 -6.2 0.9582
N 1.373126 -0.494139 0.785413 2.7 -0.7 0.7 -1.2161
H 2.936392 -0.330929 -0.626772 2.7 -0.5 0.1 0.4955
H 1.381499 0.700494 -2.272334 -0.2 0.4 -1.5 0.4359
H -3.082605 0.472004 0.391435 0.8 -0.6 0.9 0.3892
H -1.123312 -0.538153 2.287859 -0.6 -0.4 2.2 0.4758
```
Forces are in eV/Å.

Values from the calculation:
* SMILES: c1cc2occn2n1
* energy above the lowest of the compared OMol25 structures with the same formula, charge and spin: 43.93 kcal/mol
* E_LUMO: 1.0 eV
* charge: 0



No. 2
The following is a DFT calculation (ωB97M-V/def2-TZVPD) of an isolated molecule of C5H4N2O at a distorted geometry.

Structure (XYZ):
```
12
Properties=species:S:1:pos:R:3:forces:R:3:mulliken_charge:R:1
C 1.403975 4.504896 -2.408290 -0.3 1.4 -0.4 0.2497
C 1.396291 1.326163 -0.785626 -0.7 0.8 -0.5 0.0858
C 1.540167 3.307253 -1.783422 -0.3 -0.6 0.5 0.3849
C 0.080468 1.722405 -0.566440 0.8 -1.2 -0.2 -0.1416
C -0.966355 -0.373666 0.195517 2.2 1.0 2.2 -0.5618
N 1.106089 5.565375 -2.796835 0.3 -0.9 0.1 -0.4344
N 2.113096 2.260133 -1.504092 -0.2 1.1 -0.4 -0.4496
O -0.975782 1.084730 -0.150527 0.3 -0.7 -0.3 -0.3162
H 2.002890 0.459854 -0.695159 -0.4 -1.2 0.9 0.4069
H -1.856500 -0.832719 -0.130835 -1.2 0.0 -0.3 0.2540
H -0.898405 -0.321045 1.355692 -0.1 -0.6 -2.1 0.2538
H -0.113489 -0.962089 -0.243379 -0.6 1.1 0.4 0.2686
```
Forces are in eV/Å.

Values from the calculation:
* energy above the lowest of the compared OMol25 structures with the same formula, charge and spin: 144.65 kcal/mol
* E_LUMO (spin up / spin down): -0.8 / -1.5 eV
* charge: 0



No. 3
The following is a DFT calculation (ωB97M-V/def2-TZVPD) of an isolated molecule of C5H4N2O at a distorted geometry.

Structure (XYZ):
```
12
Properties=species:S:1:pos:R:3:forces:R:3:mulliken_charge:R:1
H -2.370647 -1.795836 0.241349 0.8 0.7 0.2 0.2956
N -1.473867 -1.451067 0.657082 -1.0 -0.1 -0.8 -0.4531
C -0.902865 -0.556317 -0.025649 0.4 0.7 -1.7 0.2681
N -1.259749 0.110659 -1.292842 0.5 0.9 -0.1 -0.5536
C -0.309504 1.034249 -1.542519 -5.8 -3.6 -0.4 -0.1394
C 0.668116 1.016987 -0.555159 2.4 -0.1 0.9 -0.6673
C 0.402637 0.016770 0.305370 0.7 0.0 2.1 0.7466
C 1.207368 -0.424577 1.499997 0.2 0.1 -0.5 -0.2078
O 0.945969 -1.319781 2.265820 0.0 0.6 -0.5 -0.4617
H -0.575028 1.574147 -2.434057 0.9 0.7 -0.1 0.4463
H 1.524159 1.640580 -0.695201 0.7 0.2 0.7 0.4155
H 2.143412 0.154185 1.575809 0.2 0.0 0.3 0.3107
```
Forces are in eV/Å.

Values from the calculation:
* SMILES: [H]/N=C1\N=CC=C1C=O
* energy above the lowest of the compared OMol25 structures with the same formula, charge and spin: 41.62 kcal/mol
* E_LUMO: -1.7 eV
* charge: 0



No. 4
The following is a DFT calculation (ωB97M-V/def2-TZVPD) of a structure of composition C5H4N2O at a distorted geometry.

Structure (XYZ):
```
12
Properties=species:S:1:pos:R:3:forces:R:3:mulliken_charge:R:1
C 0.718283 -1.857837 0.267565 -0.9 0.0 0.8 -0.2895
C -0.687008 -0.408518 0.194387 -0.8 -0.7 -0.3 0.6468
C -1.472715 0.787619 0.219576 -1.7 -4.2 3.0 -0.6179
C -0.564318 1.653213 -0.176722 2.4 8.5 -3.4 -0.0192
C 0.695146 -0.417089 -0.116307 -1.6 0.6 1.0 0.4550
H 1.262366 -2.143447 1.169547 -0.6 0.4 0.4 0.2163
H 0.948681 -2.605656 -0.421823 0.2 -0.9 -1.6 0.2431
H -2.527279 1.044270 0.788035 2.9 -0.9 -2.0 0.2726
H -0.948946 2.719693 -0.332151 0.4 -1.4 0.4 0.3416
N 0.805541 1.762208 -0.611980 -2.7 -2.8 2.6 -0.4842
N 1.456722 0.616972 -0.360774 0.5 0.1 -1.2 -0.3113
O -0.838373 -1.776682 0.409335 2.0 1.3 0.4 -0.4532
```
Forces are in eV/Å.

Values from the calculation:
* energy above the lowest of the compared OMol25 structures with the same formula, charge and spin: 89.73 kcal/mol
* E_LUMO: 0.4 eV
* charge: 0



No. 5
The following is a DFT calculation (ωB97M-V/def2-TZVPD) of the ion C5H4N5O2S2 with charge -1 at a distorted geometry.

Structure (XYZ):
```
18
Properties=species:S:1:pos:R:3:forces:R:3:mulliken_charge:R:1
C 3.250835 -0.645354 0.118305 -1.0 -1.2 -0.2 0.3312
C 4.395464 -1.684227 0.303050 0.0 -0.3 -0.4 0.2557
C 5.653435 0.201620 -0.012922 -2.7 -0.7 0.1 0.4839
C 2.040656 -1.137799 -0.220434 1.5 -0.9 0.5 -0.3223
C 0.851542 -0.402631 -0.470458 -1.6 2.1 -1.0 0.7317
N 5.552500 -1.067148 0.098429 2.7 0.2 0.1 -0.5782
N -0.273608 -0.988862 -0.691450 0.8 -0.3 1.7 -0.0830
N -1.443809 -0.441787 -1.040771 -0.5 0.5 -2.2 -0.8558
N -2.111964 0.324940 1.008569 -3.1 0.2 3.1 -0.7199
N -2.278577 0.059712 -0.232119 -1.2 -1.2 -0.5 0.5324
O 4.355919 -2.891104 0.493571 -1.5 0.8 0.0 -0.6214
O 0.961986 0.961834 -0.574188 1.4 -0.4 -0.2 -0.4859
S 6.740427 1.306249 -0.309835 2.3 1.5 -0.4 -0.4317
S 3.863933 0.966498 0.135091 0.0 -0.4 0.4 -0.3286
H 2.028875 -2.212837 -0.354468 -0.4 0.0 0.3 0.3532
H -3.177931 0.345967 1.521926 3.6 0.1 -2.1 0.1913
H -3.249332 0.048011 -0.664777 1.6 0.4 0.4 0.2814
H 1.954835 1.203433 -0.688578 -2.0 -0.4 0.3 0.2660
```
Forces are in eV/Å.

Values from the calculation:
* E_LUMO: 2.8 eV
* charge: -1



No. 6
The following is a DFT calculation (ωB97M-V/def2-TZVPD) of the ion C5H4N5O3P with charge -2 at a distorted geometry.

Structure (XYZ):
```
18
Properties=species:S:1:pos:R:3:forces:R:3:mulliken_charge:R:1
C -2.231846 2.464172 0.403211 0.1 3.2 0.5 -0.1957
C -0.356680 1.499578 0.068498 2.5 -2.4 -0.1 -0.2018
C -1.332665 0.582487 -0.144155 -0.3 -1.3 0.8 0.2654
C 1.536512 0.015028 0.038280 -2.6 -1.0 0.1 0.2865
C -0.300376 -1.491235 -0.182003 0.5 0.7 -2.0 0.3682
N -0.926530 2.681005 0.414906 -1.0 1.4 0.1 -0.6680
N -1.351125 -0.795761 -0.309405 -1.2 1.5 0.6 -0.6353
N 1.014436 -1.110327 -0.112402 -0.5 1.7 0.8 -0.1870
N -2.549577 1.196808 0.174203 -1.7 -0.7 -1.4 -0.1560
N -0.480257 -2.789133 -0.539025 -0.5 -3.0 0.3 -0.4171
O 3.705198 -0.044716 1.715569 -0.7 0.0 -0.3 -0.7918
O 3.539318 -1.246180 -0.516446 0.6 -1.0 -0.9 -0.7091
O 3.892179 1.296566 -0.443812 -0.1 0.2 -0.3 -0.7843
P 3.427397 0.036595 0.223441 2.3 1.5 1.3 0.7505
H -3.012851 3.290125 0.451446 1.1 -1.2 0.2 0.3233
H -3.459337 1.045342 -0.282851 0.8 -0.5 0.5 0.2717
H -1.393056 -3.179085 -0.290589 0.7 0.3 -0.4 0.2300
H 0.279268 -3.451268 -0.668872 -0.1 0.7 0.5 0.2504
```
Forces are in eV/Å.

Values from the calculation:
* energy above the lowest of the compared OMol25 structures with the same formula, charge and spin: 2.97 kcal/mol
* E_LUMO: 5.6 eV
* charge: -2